C5H14N3 | wB97M-V/def2-TZVPD

```
! RIJCOSX wB97M-V def2-TZVPD def2/J DEFGRID3
* xyz 1 1
H 0.0313 2.4090 2.4673
N -0.2638 -0.7629 -1.5194
C 0.2452 -2.0887 0.4595
H -0.3267 0.2050 1.7931
H 1.0701 3.2283 1.4023
C -0.5655 0.3095 0.7318
H 1.1795 -3.9147 0.5882
H 1.1953 1.2820 0.0511
H -0.6878 0.1497 -1.7842
C 0.1608 1.5890 0.2971
H -0.0032 -2.1251 1.5299
N 0.7502 -3.2562 -0.0444
H 1.2432 -3.1483 -0.9197
C -0.2108 -0.9387 -0.0309
N -0.3460 2.0854 -1.0030
H -1.6796 0.3381 0.7289
C 0.1406 2.6531 1.3940
H -1.2396 2.5764 -0.9256
H 0.2241 2.8248 -1.4058
H -0.7945 -1.5411 -1.9247
H -0.7130 3.3318 1.2971
H 0.6582 -0.8687 -1.9430
*
```

The value obtained for the energy above the lowest of the compared OMol25 structures with the same formula, charge and spin is 159.4 kJ/mol. As for the structure (SMILES): C[C@H](N)C/C([NH3+])=C/N. The gap between HOMO and LUMO is 9.44 eV. The total energy comes out at -9875.5143 eV. For the maximum force, the calculation gives 0.0459 hartree/bohr.